The following is a quantum chemistry calculation of a molecular structure, C24H56N8O12SZn at a distorted geometry, from the Open Molecules 2025 dataset.

```
102
Properties=species:S:1:pos:R:3:forces:R:3
Zn -0.635696 1.920528 -2.775428 0.1303 -0.1159 1.6097
S 0.445864 0.209748 0.225852 1.4960 -3.0138 1.7075
O -0.040926 1.554428 -0.004938 -1.8347 4.9934 -1.3543
O 1.674654 0.290178 0.986452 0.4897 0.1497 -0.0710
O -0.524516 -0.606882 0.886352 -1.3985 -0.7277 0.9212
O 0.565024 -0.181392 -1.150778 1.0222 -1.1119 -2.5789
C -3.081376 7.389508 -2.781788 0.1701 -0.5916 -0.6807
C -3.274116 5.992178 -2.139778 1.1618 -0.8224 -0.5215
O -2.666656 5.011028 -2.635958 -1.3990 1.5381 1.2373
N -4.082726 5.943248 -1.041698 0.7507 0.3150 -1.0049
C -4.474056 4.764398 -0.288608 -0.6696 0.4749 0.0749
H -3.918246 7.644778 -3.431838 -0.3266 -0.1171 0.1921
H -2.252586 7.275728 -3.480558 0.1006 -0.0367 0.1869
H -2.870536 8.265358 -2.168158 -0.1471 -0.3784 0.4912
H -4.525246 6.821688 -0.812308 0.0532 -0.2559 0.1020
H -3.714406 3.983558 -0.252218 0.0204 0.3179 -0.0970
H -5.410256 4.371048 -0.684728 0.1117 -0.3451 -0.2015
H -4.734726 5.132938 0.703522 0.3242 -0.3176 0.1986
C -1.464166 2.221838 4.892662 -0.7987 -0.4972 -0.1779
C -2.953396 1.952318 4.809702 0.1951 2.8658 3.1810
O -3.699036 2.610588 5.559342 0.1708 -0.8846 -1.0674
N -3.364506 0.997258 4.013732 -1.0589 -1.2417 -0.7287
C -4.782526 0.663288 3.893912 0.2393 -0.1043 -0.5285
H -1.224926 2.804258 4.002922 0.6507 -0.3199 -0.0214
H -1.038466 1.221418 4.970412 0.8180 0.2764 -0.4248
H -1.237356 2.791078 5.794122 -0.1923 -0.0557 -0.2042
H -2.730136 0.575448 3.350592 -0.0177 0.0531 0.1638
H -5.434546 1.081978 4.660512 0.6785 0.2636 0.1308
H -4.879966 -0.420582 3.955792 -0.1481 0.0091 -0.3387
H -5.098046 1.068778 2.932592 -0.4627 -0.3904 -0.0757
C 1.719264 -4.699152 2.456662 -0.7907 -0.0737 0.2225
C 0.869624 -4.839222 3.730752 1.5080 -0.3871 0.8072
O 1.224464 -5.594842 4.618562 0.0317 -0.5281 0.0535
N -0.176156 -4.029842 3.918132 -0.6102 1.8616 -1.4752
C -0.920126 -3.798312 5.130882 -0.3648 -0.1670 -0.0320
H 1.109014 -4.467842 1.583612 0.0305 -0.0352 -0.0696
H 2.253974 -5.638922 2.318762 -0.0930 0.1366 -0.0172
H 2.443274 -3.893332 2.577352 -0.0292 0.0074 0.1421
H -0.283696 -3.288892 3.240252 0.0352 -0.2067 -0.1517
H -1.581706 -2.949922 4.955872 -0.0361 -0.0508 -0.1569
H -0.305996 -3.507552 5.983162 0.1430 -0.5060 0.0557
H -1.556976 -4.664932 5.308302 0.1814 0.0308 0.5665
C 5.122064 -2.475352 -1.809938 -1.1440 0.0144 0.1010
C 6.331514 -2.065582 -1.009478 3.3199 -1.5004 -1.7365
O 7.475214 -2.429252 -1.384538 -1.9467 0.6675 0.6488
N 6.164844 -1.293592 0.061822 -1.1800 0.2762 1.1295
C 7.174324 -0.784972 0.980472 0.5150 0.2919 -0.4322
H 4.278614 -2.774882 -1.187868 0.0247 0.0020 0.3563
H 5.272924 -3.305532 -2.499968 0.6261 0.1802 0.2091
H 4.712354 -1.649442 -2.391428 0.2730 0.2378 -0.0518
H 5.202474 -1.138222 0.326022 0.1129 0.1634 0.0533
H 8.168284 -1.189252 0.788922 -0.3011 -0.3131 -0.3111
H 6.949854 -0.978202 2.029462 -0.3280 -0.0930 -0.1427
H 7.267944 0.290308 0.828412 -0.0445 0.1126 0.1936
C 4.044814 3.333298 4.032482 -0.0681 -0.0851 -0.3693
C 4.585204 2.214678 4.903162 1.1686 0.4687 -0.2513
O 5.550684 2.341938 5.646342 -0.8013 0.1114 -0.0629
N 3.871744 1.085538 4.761262 -0.4626 -1.1734 0.8631
C 3.916994 -0.045302 5.716262 0.4222 -0.2816 -1.1806
H 3.519664 3.980318 4.735112 0.2124 0.4278 -0.2319
H 3.309474 2.997758 3.301182 -0.1735 -0.2481 0.1731
H 4.798164 3.834418 3.424652 0.2143 0.2428 0.6309
H 3.433774 0.993988 3.855772 -0.4198 -0.3074 0.4503
H 4.080164 -0.956832 5.141292 0.0692 -0.1070 -0.0132
H 2.989804 -0.217492 6.262852 -0.0636 0.5189 0.0169
H 4.762004 0.034478 6.400162 -0.1607 0.3990 -0.1069
C -6.123256 -0.805032 -2.807808 -0.9241 -0.5910 -0.2021
C -4.877626 -0.812822 -2.002828 1.1082 1.2281 -0.3006
O -3.991796 -0.005802 -2.279758 0.2804 0.1377 -0.1155
N -4.715226 -1.607972 -0.937088 -0.6785 -1.0116 1.0900
C -5.615916 -2.697342 -0.527468 -0.0129 0.4116 -0.2312
H -6.972876 -0.595622 -2.157888 -0.1134 0.1395 -0.0187
H -6.340706 -1.769762 -3.266188 0.1098 -0.1519 0.0277
H -6.063456 -0.063012 -3.604008 0.1463 -0.0292 0.2998
H -3.852086 -1.453812 -0.435768 -0.0027 -0.0937 -0.1220
H -6.649546 -2.352742 -0.558378 -0.0503 -0.1178 -0.5069
H -5.530306 -3.009762 0.513282 0.7214 0.2725 -0.0200
H -5.439756 -3.566032 -1.161858 -0.3473 -0.0790 0.0323
C -1.372416 -5.048852 -4.192798 0.1416 -1.5885 0.0647
C -2.545816 -5.834442 -4.825738 -1.1411 2.3042 0.6548
O -3.690256 -5.405392 -4.695258 0.3285 -0.3122 0.0819
N -2.267606 -6.903282 -5.572668 0.5707 -0.0130 -0.3109
C -3.269656 -7.634622 -6.343508 0.8669 -0.6165 -0.3898
H -0.622606 -5.763742 -3.853958 0.2708 -0.1532 -0.0931
H -1.666926 -4.546952 -3.271138 -0.3207 0.3364 -0.5266
H -0.871296 -4.420682 -4.929268 -0.3191 0.2595 0.1274
H -1.276596 -7.084922 -5.643458 -0.3140 -0.5024 -0.3672
H -3.109586 -7.600902 -7.421168 0.3012 0.5690 -0.1224
H -4.286136 -7.273702 -6.186648 0.3454 -0.1456 0.5847
H -3.091346 -8.688632 -6.130518 -0.7470 -0.1126 0.3250
C 4.531874 3.410008 -2.521628 0.0445 0.2948 -1.0555
C 3.676594 4.063768 -3.612738 -1.2040 -1.2611 1.0453
O 2.454854 3.840988 -3.664468 0.9850 0.2627 -0.1185
N 4.288544 4.872938 -4.491008 0.2210 -0.4936 0.6631
C 3.496604 5.452368 -5.536098 0.3873 0.5917 -0.0888
H 4.283184 3.861988 -1.561438 0.2353 -0.0388 -0.0524
H 5.575734 3.524028 -2.813948 0.1795 0.1706 0.5393
H 4.352514 2.335688 -2.479738 -0.3245 0.1340 0.0013
H 5.290464 4.989588 -4.439578 -0.3116 0.0317 -0.1123
H 4.067734 6.310288 -5.890898 -0.3030 -0.0197 -0.3819
H 2.555664 5.784148 -5.097158 0.0094 -0.0299 -0.2621
H 3.318824 4.720278 -6.323848 -0.1390 0.2011 -0.1393
```
Positions in Å, forces in eV/Å.

Output
E_LUMO	-0.1865	Ha
charge	0
E_HOMO	-0.338	hartree
relative energy (zero: lowest compared OMol25 entry of this formula, charge and spin)	1177.4	kJ/mol

Here are the Löwdin charges for atoms 1 to 6, given in e: Zn 1.0510; S 0.0949; O -0.2552; O -0.2913; O -0.2839; O -0.3202